Record 1
C17H25BN2O14S | ωB97M-V/def2-TZVPD

The geometry in XYZ format:
```
60
Properties=species:S:1:pos:R:3:lowdin_charge:R:1
O -4.81857 -1.94441 2.43055 0.05
H 4.04156 -0.38361 -2.05466 0.12
N 6.63261 0.09846 1.23960 -0.06
C -5.90742 -2.61541 1.82534 -0.12
B 5.21088 1.13078 -0.72500 -0.34
O -4.76891 -1.43798 0.23616 0.06
H 7.54158 -0.41103 1.43746 0.09
C -5.55117 -2.60930 0.37412 -0.12
H -1.78530 -1.79846 6.53769 0.14
H 7.00186 -0.29630 -0.94776 0.12
C 4.13822 0.55494 -5.62073 -0.52
H -2.71248 -1.84976 4.33390 0.13
H 1.88462 2.50807 -4.69088 0.14
O -1.86850 2.37695 -2.09588 0.06
C 2.51671 0.95465 -0.94297 -0.18
C 0.87887 0.29731 0.74555 -0.13
H -1.76155 2.19609 -0.05667 0.14
C -2.94123 0.66660 -1.03192 -0.14
O -3.68086 3.11987 -3.27800 0.12
N 4.90975 2.59487 -1.05779 0.13
O -3.91220 -3.19090 5.36242 0.06
C 3.93359 0.07307 -0.97292 -0.08
C 6.68189 0.57724 -0.19960 -0.23
H -0.80632 1.00013 -0.96807 0.10
H 7.51615 1.40047 -0.27949 0.12
H 3.94312 -0.81032 -0.20494 0.11
C -4.25214 -1.15882 1.46843 -0.49
H 2.69646 2.85458 -6.23823 0.14
O 3.11847 0.09076 -6.40067 0.06
H 1.38727 0.25368 -5.31491 0.14
O 1.37410 0.06951 -0.63873 -0.15
H -3.31683 0.37953 -0.04593 0.08
C -3.44210 -1.87334 5.14798 -0.15
C 2.52165 2.08930 -5.47476 -0.14
H 2.53356 1.80687 -0.12665 0.13
O -3.39633 -0.31659 1.68272 0.12
O 0.30519 1.42300 1.18283 -0.04
C 5.11149 3.29975 0.13594 -0.53
C 1.96302 0.82771 -6.04861 -0.14
C -1.74580 1.55922 -0.94731 -0.14
H 1.33745 1.01114 -6.92649 0.14
H -6.82641 -2.05704 2.03263 0.14
O 5.23656 0.03082 -5.53934 0.13
C -2.83802 -1.50572 6.46440 -0.14
H -6.43296 -2.56476 -0.27094 0.14
O -3.89077 1.45868 -1.71974 0.07
O -4.66345 -4.27941 7.22918 0.13
H -4.94456 -3.47512 0.08871 0.14
H -4.29087 -1.23379 4.88408 0.13
O 3.76820 1.68093 -4.94346 0.05
H 1.00437 -0.57617 1.54871 0.17
O -3.58953 -2.26639 7.39108 0.06
H -2.92546 -0.43697 6.67842 0.14
S 5.67738 4.59807 1.13685 0.61
H -6.00925 -3.62829 2.22456 0.14
H 5.81816 -0.55778 1.29358 0.06
H 2.43520 1.47918 -2.00198 0.14
H -2.74635 -0.23897 -1.61610 0.14
C -3.18989 2.38381 -2.43845 -0.52
C -4.10471 -3.32937 6.70675 -0.52
```

- spin multiplicity = 1
- HOMO energy (eV) = -9.536
- total energy (eV) = -61186.2149
- SMILES = NCB(CCOC=O)N=C=S.O=C1OCCO1.O=C1OCCO1.O=C1OCCO1.O=C1OCCO1

Record 2
C17H25BrN3O3 | ωB97M-V/def2-TZVPD

The geometry in XYZ format:
```
49
Properties=species:S:1:pos:R:3:lowdin_charge:R:1
H -1.62212 2.95790 -1.04377 0.13
H -3.30751 1.47402 -1.58155 0.13
H -4.32139 0.35800 1.75516 0.14
H -2.66267 -0.03007 2.26240 0.14
H -3.43288 2.84440 0.66487 0.14
H 5.54252 2.88378 -0.43280 0.12
H -0.21001 -4.59543 -1.06790 0.08
H 3.28263 3.81316 -0.35592 0.11
C -0.13611 1.90101 0.06034 -0.39
C 3.42622 2.74715 -0.25727 -0.01
C 4.70216 2.22024 -0.30030 -0.02
C 0.25087 -3.13274 0.43966 -0.21
C 3.81984 0.03687 -0.00825 -0.58
C 6.31442 0.29002 -0.22227 -0.08
N 1.04791 2.49851 -0.05213 0.16
Br 4.03471 -1.84596 0.18003 0.81
C -1.52812 -1.98900 -0.58448 -0.56
C 0.18943 -4.56629 -0.05715 -0.05
O -0.93332 -1.85458 -1.62143 0.12
H -1.79472 0.47786 0.17817 0.12
H -4.55670 -1.70717 0.68488 0.14
H -2.28237 2.21356 1.85475 0.14
H 1.70116 -0.13508 0.16094 0.08
H -1.12017 3.80274 0.41827 0.13
C -2.53731 2.23075 0.79232 -0.10
C -1.35692 2.82119 0.00837 -0.04
N -2.80719 0.84080 0.36641 -0.14
C 2.33030 1.90604 -0.09002 -0.20
C 4.93590 0.85414 -0.17698 -0.30
O -0.29204 0.68135 0.17757 0.06
C 2.53109 0.53818 0.03544 -0.05
N -2.82846 -1.54956 -0.42487 -0.05
H 1.19208 -4.98253 -0.06479 0.08
C -3.50201 -1.46520 0.84301 -0.09
H -4.66262 0.88643 -0.60424 0.14
C -3.39540 -0.69819 -1.44167 -0.09
H -0.44058 -5.16911 0.59198 0.08
H 1.06610 3.50592 -0.15414 0.16
O -1.05906 -2.54808 0.52955 0.01
H 7.05173 1.07362 -0.36924 0.08
C -3.35703 -0.03190 1.42103 -0.07
H -4.34426 -1.11371 -1.79202 0.14
H 0.85844 -2.52546 -0.23658 0.09
C -3.61326 0.71732 -0.85987 -0.06
H -3.07545 -2.19931 1.52387 0.13
H 6.40210 -0.43267 -1.03346 0.08
H -2.68983 -0.68641 -2.27530 0.13
H 0.65028 -3.08067 1.45377 0.13
H 6.53962 -0.23589 0.70558 0.08
```

- charge = +1
- spin multiplicity = 1
- HOMO energy (eV) = -11.308
- total energy (eV) = -98685.6451
- SMILES = CCOC(=O)N1CC[NH+](CCC(=O)Nc2ccc(C)c(Br)c2)CC1

Record 3
C17H25ClN2W | ωB97M-V/def2-TZVPD

The geometry in XYZ format:
```
46
Properties=species:S:1:pos:R:3:lowdin_charge:R:1
C 3.29784 0.83302 3.74254 0.01
C -1.26189 -1.63859 -6.11539 -0.11
N 1.93784 1.28897 3.46339 -0.15
H -0.71912 -3.97787 -4.81552 0.09
H -1.86276 0.99258 -1.92498 0.10
C -1.10334 -1.28605 2.01986 -0.06
H -0.18255 -1.82071 -6.03720 0.09
H -1.62052 -2.09463 -7.05140 0.11
C 1.32268 1.72440 -1.03841 -0.10
C -3.50197 -1.98360 -5.14559 -0.11
H 3.61420 1.28353 4.68546 0.11
C -0.78855 2.38978 -0.48192 -0.06
H 3.30636 -0.26454 3.80051 0.11
C -0.94131 -2.01355 -0.15686 -0.26
Cl -1.41622 -1.46356 -3.31959 0.66
C -1.78259 -3.73329 -4.93092 -0.11
H 1.02840 3.16151 3.91746 0.11
W -0.13136 -0.03137 -0.11686 1.61
C 0.40664 1.00920 -1.90839 -0.26
H -3.82207 -2.43603 -6.09717 0.11
C -2.01676 -2.23311 -4.93884 -0.86
H 0.57190 -2.65330 1.37566 0.14
H -2.72154 -0.75483 -0.85590 0.11
H 0.36558 1.75821 4.79318 0.11
C 1.34511 0.91973 2.38609 -0.13
C 1.28922 2.21123 4.40863 0.02
H -0.73885 -2.67381 -0.98545 0.10
C -2.09350 -0.58662 1.27841 -0.08
H 0.69067 0.40160 -2.75936 0.11
H -2.13316 -4.16366 -5.88268 0.11
H 1.98421 2.38848 5.22811 0.10
H -2.87218 0.05008 1.70302 0.15
H -1.05995 -1.31992 3.09882 0.14
H -1.61043 2.96033 -0.08151 0.13
H -1.40582 -0.55272 -6.18608 0.09
C -2.03393 -1.03409 -0.06063 -0.26
H 2.40135 1.71255 -1.14446 0.13
H 0.96309 3.45241 0.33797 0.14
C 0.57182 2.63030 -0.24288 -0.07
H 3.97387 1.11121 2.91773 0.11
C -0.29750 -2.05221 1.12165 -0.13
H -2.32245 -4.22663 -4.11242 0.09
H -4.10517 -2.42285 -4.34052 0.09
N 0.78941 0.54675 1.43653 0.00
C -0.93327 1.35364 -1.49148 -0.28
H -3.73583 -0.91181 -5.18344 0.09
```

- charge = +2
- spin multiplicity = 3
- HOMO energy (alpha / beta) (eV) = -15.141 / -15.949
- <S²> = 2.018
- relative energy (zero: lowest compared OMol25 entry of this formula, charge and spin) (kcal/mol) = 27.1
- total energy (eV) = -35344.4004

Record 4
C17H25CoN | ωB97M-V/def2-TZVPD

The geometry in XYZ format:
```
44
Properties=species:S:1:pos:R:3:lowdin_charge:R:1
H -0.28882 -1.88112 4.62658 0.10
C -1.79255 -1.67120 1.57595 -0.07
C 0.84520 -1.16106 -4.38380 -0.19
C 0.08041 -0.12981 1.71083 -0.20
H 2.75118 -0.72486 -1.05918 0.07
C -0.34639 -0.83638 -2.13846 -0.23
H 2.34839 -1.06211 0.66634 0.09
H 1.66548 2.92492 -0.15968 0.09
H 0.30557 1.90279 1.01182 0.13
H -1.14907 1.05536 -1.41882 0.10
H 1.20368 -0.19117 3.55735 0.11
C 1.46995 1.27324 -3.77642 -0.28
C -0.68919 0.54068 -2.27533 -0.28
C 2.31938 2.10807 -0.49101 -0.07
H -0.55815 -1.36830 -1.20925 0.08
C -1.52870 -2.12709 2.86948 -0.09
C -0.18106 -1.71932 -3.34691 -0.20
H 2.29392 1.99726 -3.81704 0.10
H -1.35765 -0.24627 0.05603 0.08
H -1.53280 0.42598 -4.27795 0.10
H 0.32133 -0.76485 -5.26263 0.10
H 2.40015 2.14282 -1.59418 0.06
C -1.05368 1.15216 -3.60924 -0.18
H 3.31534 2.22578 -0.03850 0.09
H 2.84069 -0.43374 -3.81301 0.10
H 0.10302 1.61879 -5.41719 0.10
C 0.35113 -0.60404 3.00794 -0.05
C 2.68715 -0.29856 -0.03905 -0.05
H 1.66519 1.27185 1.96890 0.12
H -1.79039 1.94275 -3.41702 0.10
H 0.17319 -2.70094 -3.00268 0.10
C -1.04166 -0.62550 1.02985 -0.04
Co 1.18154 0.43038 -2.11666 0.47
C 0.93086 1.01192 1.18569 -0.14
H 1.43794 -2.01157 -4.74108 0.10
N 1.70973 0.81623 -0.06537 -0.29
H 3.67332 0.07688 0.26511 0.09
C 1.78197 -0.13624 -3.78304 -0.28
H -2.58972 -2.11217 0.97652 0.11
H -2.15252 -2.90233 3.30386 0.10
H -1.13914 -1.90452 -3.85406 0.10
C -0.46978 -1.56623 3.59884 -0.08
C 0.16866 1.79073 -4.33374 -0.20
H 0.13211 2.87843 -4.18609 0.10
```

- spin multiplicity = 4
- HOMO energy (alpha / beta) (eV) = -4.946 / -8.223
- <S²> = 3.760
- relative energy (zero: lowest compared OMol25 entry of this formula, charge and spin) (kcal/mol) = 0.0
- total energy (eV) = -57147.0586